[1]
ORCA calculation (wB97M-V/def2-TZVPD) on C4H2LiO2 as an isolated structure.

XYZ file:
```
9
Properties=species:S:1:pos:R:3:forces:R:3:lowdin_charge:R:1
C -1.78701 -0.84304 0.36623 -0.30 0.24 0.05 0.056
C -0.98492 -1.04578 -0.83940 -0.21 -2.33 -0.82 -0.328
O -0.76567 -1.72149 -1.79665 -0.08 1.23 0.64 0.195
H -2.65953 -0.18448 0.30480 0.37 -0.10 0.09 0.133
H -1.83239 -1.64356 1.11183 0.05 0.19 -0.33 0.137
C -0.41073 -0.18006 0.17018 1.13 1.54 0.75 -0.063
C 0.56043 0.58145 0.52987 -1.81 -1.45 -0.59 -0.097
O 1.47308 1.25477 0.81977 1.04 1.05 0.24 0.047
Li 2.51463 2.86685 0.95827 -0.18 -0.37 -0.02 0.921
```
Positions in Å, forces in eV/Å.

Results
- Lowest unoccupied orbital energy: -4.82 eV
- Frontier orbital gap: 8.843 eV
- Net charge: +1
- HOMO level: -13.7 eV



[2]
ORCA calculation (wB97M-V/def2-TZVPD) on C4H2LiO2Sm as an isolated structure.

XYZ file:
```
10
Properties=species:S:1:pos:R:3:forces:R:3:lowdin_spin:R:1
C 1.19913 1.05788 0.66489 -1.03 1.13 -0.86 -0.008
C 0.67591 1.23767 1.80938 0.50 -0.41 0.49 -0.010
O 1.41514 0.98423 -0.51969 0.43 -0.73 0.94 -0.007
Li 1.08720 -0.21529 -1.90805 -0.34 0.15 0.07 0.000
H 0.90341 1.93907 2.60435 0.27 -0.04 -0.32 0.001
C -0.96195 -0.98566 -1.99919 0.41 -0.73 0.82 -0.001
C -1.01597 -1.22325 -0.77516 -0.77 1.50 -2.32 0.000
O -1.16673 -1.07189 0.43614 0.51 -0.71 1.77 -0.013
Sm -0.75367 -0.59364 2.66946 -0.20 -0.03 -0.92 6.038
H -1.38247 -1.12912 -2.98212 0.23 -0.14 0.33 0.000
```
Positions in Å, forces in eV/Å.

Results
- Lowest unoccupied orbital energy (spin up / spin down): -4.56 / -4.49 eV
- Multiplicity: 7
- Frontier orbital gap (spin up / spin down): 7.282 / 7.505 eV
- Net charge: +1
- HOMO level (spin up / spin down): -11.8 / -12.0 eV



[3]
ORCA calculation (wB97M-V/def2-TZVPD) on one molecule with the formula C4H2N2.

XYZ file:
```
8
Properties=species:S:1:pos:R:3:forces:R:3:lowdin_charge:R:1
C 1.44755 -0.55946 0.11048 0.59 -13.44 -3.00 -0.184
C 0.72008 0.62628 0.06072 0.67 3.01 1.15 -0.134
C -0.65107 0.61769 -0.22202 3.89 2.46 1.34 -0.088
C -1.41154 -0.52089 -0.05794 -2.72 -3.69 -0.02 -0.241
H 1.53744 1.54225 0.44979 -3.29 -2.01 -1.78 0.193
H -1.12971 1.59001 -0.29209 -0.19 -0.25 -0.05 0.112
N 1.59724 -1.84546 -0.16458 -0.72 11.64 2.78 0.155
N -2.10998 -1.45042 0.11563 1.76 2.27 -0.42 0.187
```
Positions in Å, forces in eV/Å.

Results
- Structure (SMILES): N#C/C=C\C#N
- Lowest unoccupied orbital energy: -1.74 eV
- Frontier orbital gap: 8.579 eV
- Net charge: 0
- HOMO level: -10.3 eV



[4]
ORCA calculation (wB97M-V/def2-TZVPD) on one molecule with the formula C4H2N2.

XYZ file:
```
8
Properties=species:S:1:pos:R:3:forces:R:3:lowdin_charge:R:1
C 0.33013 -0.07492 -1.10023 -0.15 -5.94 1.17 0.174
C -0.00400 -0.04270 0.23034 0.45 -1.99 -4.75 -0.352
C -0.61095 -1.04480 0.93953 -2.41 -7.31 2.10 -0.162
C 0.07093 1.18893 0.72306 -0.20 9.10 3.71 -0.236
H 0.71160 0.80229 -1.38085 1.40 3.18 -1.91 0.031
H 0.50065 -1.05378 -1.77558 -0.95 2.47 1.80 0.156
N -1.04566 -2.09927 1.29382 1.57 4.50 -1.03 0.190
N 0.04730 2.32425 1.06992 0.29 -4.02 -1.09 0.199
```
Positions in Å, forces in eV/Å.

Results
- Structure (SMILES): C=C(C#N)C#N
- Lowest unoccupied orbital energy: -1.36 eV
- Frontier orbital gap: 9.392 eV
- Net charge: 0
- HOMO level: -10.8 eV



[5]
ORCA calculation (wB97M-V/def2-TZVPD) on one molecule with the formula C4H2N2.

XYZ file:
```
8
Properties=species:S:1:pos:R:3:forces:R:3:lowdin_charge:R:1
C -0.07581 -1.16788 0.84203 -1.11 0.12 -0.25 0.138
C 0.03292 -0.02324 0.10818 -0.89 -1.83 1.85 -0.360
C 1.16001 0.82427 0.10172 14.22 -1.06 0.38 -0.054
C -1.22755 0.07961 -0.47573 -10.69 0.28 -5.82 -0.201
H -1.11936 -1.57744 0.95862 1.50 0.18 -0.27 0.114
H 0.71981 -1.71653 1.25853 1.03 -0.17 0.75 0.075
N 2.52352 0.80140 0.18734 -13.20 0.93 -0.80 0.143
N -2.37180 -0.08462 -0.99797 9.16 1.55 4.16 0.144
```
Positions in Å, forces in eV/Å.

Results
- Structure (SMILES): C=C(C#N)C#N
- Lowest unoccupied orbital energy: -1.64 eV
- Frontier orbital gap: 8.766 eV
- Net charge: 0
- HOMO level: -10.4 eV



[6]
ORCA calculation (wB97M-V/def2-TZVPD) on one molecule with the formula C4H2N2.

XYZ file:
```
8
Properties=species:S:1:pos:R:3:forces:R:3:lowdin_charge:R:1
C -0.52836 -0.28709 -1.44143 -0.80 0.59 -1.67 -0.215
C -0.12645 -0.90770 -0.22362 0.76 0.76 1.19 -0.073
C 0.33265 -0.15252 0.80128 -0.72 -0.52 -0.59 -0.078
C 0.34942 1.27546 0.80045 0.18 0.74 -0.14 -0.214
H -0.14875 -1.98420 -0.08904 -0.10 0.15 -0.36 0.115
H 0.61975 -0.61037 1.73211 0.13 -0.19 0.10 0.110
N -0.88361 0.23791 -2.41733 0.60 -0.84 1.48 0.177
N 0.38535 2.42850 0.83759 -0.05 -0.69 -0.01 0.178
```
Positions in Å, forces in eV/Å.

Results
- Structure (SMILES): N#C/C=C\C#N
- Lowest unoccupied orbital energy: -1.06 eV
- Frontier orbital gap: 9.878 eV
- Net charge: 0
- HOMO level: -10.9 eV



[7]
ORCA calculation (wB97M-V/def2-TZVPD) on one molecule with the formula C4H2N2O.

XYZ file:
```
9
Properties=species:S:1:pos:R:3:forces:R:3:lowdin_charge:R:1
N -1.01613 0.43255 0.01745 -0.18 -0.27 0.00 0.072
C -1.13955 -0.87938 0.02936 -0.28 -0.11 0.00 -0.654
O -2.00341 -1.73036 0.04214 0.35 0.30 0.00 0.032
C 0.38402 -1.19153 0.01586 0.54 0.11 -0.01 0.221
C 1.62707 -1.01219 -0.00806 -0.55 0.01 0.01 0.056
C 1.78399 0.31721 -0.03217 -0.28 0.87 0.00 -0.135
N 1.67303 1.50466 -0.04880 0.22 -0.90 0.01 0.219
H 0.63094 1.69236 -0.03127 0.13 0.02 0.00 0.116
H -1.93996 0.86668 0.01550 0.06 -0.03 0.00 0.073
```
Positions in Å, forces in eV/Å.

Results
- Lowest unoccupied orbital energy: -1.02 eV
- Frontier orbital gap: 8.584 eV
- Net charge: 0
- HOMO level: -9.6 eV



[8]
ORCA calculation (wB97M-V/def2-TZVPD) on one molecule with the formula C4H2N2O.

XYZ file:
```
9
Properties=species:S:1:pos:R:3:forces:R:3:lowdin_charge:R:1
C -2.89061 0.00349 0.09773 -5.27 1.05 0.70 0.118
C -1.72477 -0.01414 -0.04518 3.86 -1.12 -0.72 -0.039
C -0.26732 -0.02978 -0.14339 0.38 1.56 0.83 -0.400
C 1.75006 0.68582 0.07576 -0.73 -0.78 -0.81 -0.145
H -4.01434 0.22667 0.25655 2.74 -0.79 -0.42 0.094
H 2.67681 1.35976 -0.08290 -1.96 -1.17 0.88 0.146
N 0.38471 1.08455 -0.05636 2.08 0.78 -0.16 0.124
N 1.87377 -0.63557 0.15400 -1.16 1.92 -1.21 0.099
O 0.54051 -1.07520 -0.09583 0.05 -1.44 0.91 0.003
```
Positions in Å, forces in eV/Å.

Results
- Structure (SMILES): C#Cc1ncno1
- Lowest unoccupied orbital energy: 0.30 eV
- Frontier orbital gap: 10.814 eV
- Net charge: 0
- HOMO level: -10.5 eV



[9]
ORCA calculation (wB97M-V/def2-TZVPD) on one molecule with the formula C4H2N2O.

XYZ file:
```
9
Properties=species:S:1:pos:R:3:forces:R:3:lowdin_charge:R:1
N 1.13231 -0.72595 -0.66451 -0.13 0.11 -0.05 0.178
C 0.14774 0.11960 -1.07373 -0.14 0.13 -0.55 -0.549
O -0.06886 0.43414 -2.22602 0.29 -0.20 -0.02 0.083
C -0.74562 0.66700 -0.05796 -0.93 0.64 -0.62 0.068
C -1.60764 1.06792 0.72507 0.63 -0.29 -0.54 -0.004
C -1.41208 0.60152 2.11833 1.09 -0.32 -1.17 -0.172
N -0.44561 -0.02735 2.27328 -0.40 -0.43 2.92 0.173
H 1.31436 -0.97578 0.29722 -0.26 0.19 -0.14 0.101
H 1.68540 -1.16111 -1.39166 -0.13 0.17 0.16 0.121
```
Positions in Å, forces in eV/Å.

Results
- Structure (SMILES): N#CC#CC(N)=O
- Lowest unoccupied orbital energy: -0.69 eV
- Frontier orbital gap: 9.577 eV
- Net charge: 0
- HOMO level: -10.3 eV



[10]
ORCA calculation (wB97M-V/def2-TZVPD) on one molecule with the formula C4H2N2OS.

XYZ file:
```
10
Properties=species:S:1:pos:R:3:forces:R:3:lowdin_spin:R:1
C 0.52010 -1.38484 0.97428 -2.47 3.08 1.09 0.079
C -0.38170 -0.35584 0.97272 -0.08 -0.56 -0.05 0.014
C 1.34081 -1.68967 -0.06084 0.15 -0.12 -1.47 0.013
C -0.36249 1.12582 -1.00642 1.64 -0.44 -3.90 0.490
N -0.65632 0.46557 -0.06788 -0.60 -0.24 2.16 0.365
N 1.93058 -2.01180 -0.97695 1.27 -0.47 -1.45 0.039
O -1.39794 3.36184 -1.33003 -1.88 2.69 0.69 0.494
S -0.68095 2.34947 -2.07305 1.29 -1.45 -0.14 0.490
H 0.75308 -1.89503 1.83347 -0.01 -1.08 2.21 0.006
H -1.06517 0.03448 1.73470 0.71 -1.40 0.85 0.010
```
Positions in Å, forces in eV/Å.

Results
- Lowest unoccupied orbital energy (spin up / spin down): -0.87 / -2.34 eV
- Multiplicity: 3
- Frontier orbital gap (spin up / spin down): 6.287 / 7.973 eV
- Net charge: 0
- HOMO level (spin up / spin down): -7.2 / -10.3 eV



[11]
ORCA calculation (wB97M-V/def2-TZVPD) on one molecule with the formula C4H2N3P.

XYZ file:
```
10
Properties=species:S:1:pos:R:3:forces:R:3:lowdin_charge:R:1
C -0.48970 1.34190 0.69692 1.64 -2.74 -2.38 -0.220
C -0.92891 -0.39222 -0.98359 0.46 0.51 0.56 -0.251
C 1.18182 0.72681 -0.98936 0.29 0.55 0.12 -0.237
C 0.13784 0.18789 -0.14979 -1.94 0.98 0.35 -0.671
N -0.96334 2.19971 1.26320 -0.77 1.36 1.08 0.196
N -1.80091 -0.85988 -1.54943 -0.57 -0.40 -0.52 0.199
N 1.95761 1.30795 -1.59482 0.39 -0.08 -0.31 0.211
P 0.68121 -1.00923 1.16010 2.35 -1.22 0.69 0.911
H 0.81072 -2.35580 0.55211 -0.43 1.43 -0.11 -0.041
H -0.58634 -1.14711 1.59467 -1.43 -0.39 0.51 -0.096
```
Positions in Å, forces in eV/Å.

Results
- Structure (SMILES): N#CC(P)(C#N)C#N
- Lowest unoccupied orbital energy: 0.05 eV
- Frontier orbital gap: 11.128 eV
- Net charge: 0
- HOMO level: -11.1 eV



[12]
ORCA calculation (wB97M-V/def2-TZVPD) on one molecule with the formula C4H2N3P.

XYZ file:
```
10
Properties=species:S:1:pos:R:3:forces:R:3:lowdin_charge:R:1
C 1.05184 -1.29840 -0.69195 -1.92 2.58 1.32 -0.136
C -0.09489 -0.82479 1.48846 -0.17 1.04 -1.26 -0.238
C 0.60628 1.04975 0.10320 0.45 -1.43 0.47 -0.360
C -0.00849 -0.24056 0.12926 2.25 -3.23 -0.93 -0.663
N 1.91102 -1.81896 -1.25251 -0.42 -0.09 0.16 0.148
N -0.13691 -1.14014 2.58272 -0.11 -0.45 0.74 0.198
N 1.20562 1.99634 -0.04570 0.94 2.14 -0.14 0.214
P -1.61478 0.01957 -0.79338 -1.25 2.14 1.18 0.887
H -0.99159 0.95371 -1.66503 -0.08 -0.40 -0.15 -0.077
H -1.92810 1.30348 0.14492 0.31 -2.31 -1.40 0.027
```
Positions in Å, forces in eV/Å.

Results
- Structure (SMILES): N#CC(P)(C#N)C#N
- Lowest unoccupied orbital energy: -0.43 eV
- Frontier orbital gap: 11.054 eV
- Net charge: 0
- HOMO level: -11.5 eV



no.,maximum force (hartree/bohr)
1,0.04825
2,0.05575
3,0.26796
4,0.19115
5,0.27730
6,0.03771
7,0.01798
8,0.10544
9,0.05792
10,0.08267
11,0.07751
12,0.07863